# 1
The following is a DFT calculation (ωB97M-V with the def2-TZVPD basis set) of a structure of composition C3H3LaLi2O3 at a distorted geometry.

Output
**2S+1**: 1
**Total charge**: +2
**Energy above the lowest of the compared OMol25 structures with the same formula, charge and spin**: 5.821 eV
**Total energy**: -387.6985 hartree
**Lowest unoccupied orbital energy (alpha / beta)**: -9.06 / -9.16 eV

Last column: Mulliken charge in e.
Cartesian coordinates (Å):
O -0.006 -1.918 -0.830  -0.71
Li -1.204 -3.039 -0.038  0.93
C 0.094 -0.761 -0.345  0.02
O 1.412 -0.512 -0.093  -0.32
C 1.849 0.881 -0.283  -0.93
H 2.471 0.887 -1.192  0.36
H 2.512 1.084 0.573  0.36
La -0.301 1.992 -0.321  1.72
C -2.441 0.161 0.291  -0.05
O -2.398 0.790 -0.850  -0.46
Li 0.192 0.302 1.721  0.75
H -2.178 0.133 1.366  0.35

Forces on atoms 1 to 2 (eV/Å):
-1.4313 1.6476 1.4630
0.0004 -0.3567 -0.4910

---

# 2
The following is a DFT calculation (ωB97M-V with the def2-TZVPD basis set) of an isolated molecule of C5H9NO2 at a distorted geometry.

Output
**2S+1**: 1
**SMILES string**: CC1=C(O)[C@@](N)(O)C1
**Energy above the lowest of the compared OMol25 structures with the same formula, charge and spin**: 2.174 eV
**Total energy**: -401.0969 hartree
**Lowest unoccupied orbital energy**: 0.58 eV

Last column: Mulliken charge in e.
Cartesian coordinates (Å):
C -2.298 0.471 0.322  -1.35
C 0.317 0.775 0.358  -0.22
C 1.191 -0.388 -0.083  1.34
C -0.843 0.087 0.218  0.55
N 1.681 -0.258 -1.435  -0.69
C -0.158 -1.240 -0.031  -1.12
O 0.645 1.971 0.708  -0.58
O 2.265 -0.733 0.771  -0.61
H -0.154 2.442 0.996  0.33
H 2.688 0.125 0.942  0.38
H 2.322 -1.009 -1.674  0.23
H 0.942 -0.259 -2.132  0.24
H -2.574 0.516 1.382  0.30
H -2.947 -0.265 -0.157  0.34
H -2.467 1.484 -0.056  0.35
H -0.445 -1.782 -0.939  0.29
H -0.165 -1.940 0.812  0.23

Forces on atoms 1 to 2 (eV/Å):
0.6842 -0.0173 0.6684
-1.9433 -3.6487 -1.2286

---

# 3
The following is a DFT calculation (ωB97M-V with the def2-TZVPD basis set) of a structure of composition C18H26AlAs2BN2O4.

Output
**2S+1**: 1
**Total charge**: +2
**Energy above the lowest of the compared OMol25 structures with the same formula, charge and spin**: 0.268 eV
**Total energy**: -5850.4281 hartree
**Lowest unoccupied orbital energy**: -5.79 eV

Last column: Mulliken charge in e.
Cartesian coordinates (Å):
Al 0.758 0.167 0.508  0.04
C 5.331 0.554 1.296  -0.63
O 4.344 0.156 2.302  -0.40
C 3.110 0.095 1.952  0.94
O 2.659 0.370 0.817  -0.35
N 2.267 -0.345 2.909  -0.35
N 0.918 -0.440 2.535  -0.10
H 6.281 0.496 1.812  0.27
H 5.122 1.570 0.974  0.29
H 5.290 -0.142 0.463  0.31
H 2.592 -0.680 3.806  0.26
H 0.337 0.047 3.214  0.37
H 0.628 -1.422 2.477  0.40
C -2.819 -1.082 0.143  -1.27
As -1.856 0.472 0.783  0.65
C -2.831 0.990 2.382  -1.20
C -2.290 1.877 -0.472  0.40
C -3.623 2.105 -0.806  -0.64
C -3.964 3.129 -1.675  -0.79
C -2.974 3.937 -2.220  -0.84
C -1.644 3.713 -1.902  -0.72
C -1.294 2.683 -1.033  0.44
As 0.575 2.394 -0.651  0.85
C 1.189 4.045 0.149  -1.15
C 1.443 2.335 -2.378  -1.20
H -3.892 -0.920 0.225  0.50
H -2.537 -1.949 0.739  0.42
H -2.552 -1.260 -0.898  0.39
H -3.876 1.156 2.126  0.45
H -2.417 1.910 2.791  0.37
H -2.773 0.195 3.125  0.45
H -4.407 1.486 -0.386  0.33
H -5.002 3.298 -1.927  0.43
H -3.238 4.739 -2.895  0.42
H -0.884 4.348 -2.340  0.31
H 1.060 4.848 -0.575  0.43
H 2.242 3.962 0.411  0.42
H 0.602 4.264 1.039  0.39
H 1.082 3.153 -2.997  0.50
H 1.221 1.386 -2.862  0.34
H 2.518 2.431 -2.238  0.42
O 0.651 -2.694 0.659  -0.63
B 0.601 -1.725 -0.348  0.98
O 0.362 -2.281 -1.575  -0.57
C 0.268 -3.651 -1.349  1.00
C 0.040 -4.654 -2.263  -0.99
C -0.008 -5.947 -1.753  -0.54
C 0.166 -6.205 -0.395  -0.58
C 0.397 -5.181 0.518  -1.05
C 0.440 -3.909 -0.003  0.41
H -0.089 -4.444 -3.316  0.51
H -0.183 -6.773 -2.428  0.42
H 0.122 -7.226 -0.042  0.42
H 0.538 -5.378 1.572  0.48

Forces on atoms 1 to 2 (eV/Å):
0.1034 0.0369 -0.1078
-0.0100 -0.0061 0.0033

---

# 4
The following is a DFT calculation (ωB97M-V with the def2-TZVPD basis set) of an isolated molecule of C5H4O3 at a distorted geometry.

Output
**2S+1**: 1
**SMILES string**: O=C1C=CO/C1=C/O
**Energy above the lowest of the compared OMol25 structures with the same formula, charge and spin**: 3.062 eV
**Total energy**: -418.5493 hartree
**Lowest unoccupied orbital energy**: -0.26 eV

Last column: Mulliken charge in e.
Cartesian coordinates (Å):
C -0.872 -0.502 -1.452  -0.16
C -0.413 0.186 -0.378  0.12
C -0.338 1.164 1.506  -0.04
C 0.852 0.477 1.466  -0.65
C 0.932 -0.068 0.040  0.95
H 0.631 -1.351 -1.857  0.37
H -2.095 -0.754 -1.570  0.23
H -0.857 1.606 2.451  0.30
H 1.799 0.668 1.941  0.35
O -0.212 -1.402 -2.276  -0.44
O -1.152 0.871 0.482  -0.33
O 1.726 -0.896 -0.353  -0.70

Forces on atoms 1 to 2 (eV/Å):
-5.0390 -2.5939 -0.7137
0.8223 -2.0799 -4.4990

---

# 5
The following is a DFT calculation (ωB97M-V with the def2-TZVPD basis set) of the ion C7H5ClN3 with charge +1 at a distorted geometry.

Output
**2S+1**: 1
**Total charge**: +1
**SMILES string**: C=C1/N=N/C=C\[N+]#C/C=C\1Cl
**Energy above the lowest of the compared OMol25 structures with the same formula, charge and spin**: 0.973 eV
**Total energy**: -893.7349 hartree
**Lowest unoccupied orbital energy (alpha / beta)**: -5.65 / -5.32 eV

Last column: Mulliken charge in e.
Cartesian coordinates (Å):
C -1.106 1.843 -0.317  -0.48
C 2.439 1.321 0.207  -0.42
C 2.170 0.022 0.696  -0.03
C -1.809 0.681 -0.106  0.45
C -1.245 -0.666 -0.223  0.83
C 0.237 1.840 -0.485  0.24
C -2.016 -1.751 -0.487  -0.92
N 0.107 -0.917 -0.191  -0.42
N 1.417 1.923 -0.348  -0.14
N 1.038 -0.507 0.445  0.14
Cl -3.434 0.794 0.422  -0.13
H -1.619 2.794 -0.314  0.47
H 3.414 1.771 0.198  0.43
H 2.895 -0.501 1.300  0.38
H -1.581 -2.732 -0.545  0.33
H -3.083 -1.665 -0.584  0.29

Forces on atoms 1 to 2 (eV/Å):
-1.7422 -0.6766 0.0422
1.0286 -0.8484 0.5086

---

# 6
The following is a DFT calculation (ωB97M-V with the def2-TZVPD basis set) of the ion C2H4NO3 with charge -1 at a distorted geometry.

Output
**2S+1**: 1
**Total charge**: -1
**SMILES string**: CC(O)=[N+]([O-])[O-]
**Energy above the lowest of the compared OMol25 structures with the same formula, charge and spin**: 5.172 eV
**Total energy**: -358.9908 hartree
**Lowest unoccupied orbital energy**: 4.27 eV

Last column: Mulliken charge in e.
Cartesian coordinates (Å):
C -0.089 -0.205 -0.027  0.25
C 1.285 0.456 -0.038  -0.93
N -1.261 0.344 -0.142  0.82
O -2.294 -0.328 -0.023  -0.84
O -1.336 1.608 -0.321  -0.80
O -0.031 -1.743 0.100  -0.55
H 1.235 1.308 0.653  0.21
H 1.839 -0.331 0.303  0.36
H 1.566 0.917 -1.024  0.18
H -0.914 -2.026 0.517  0.31

Forces on atoms 1 to 2 (eV/Å):
1.1833 -2.8840 -0.0996
-3.5226 1.9477 -1.1646